# 1
11 unconnected molecules or ions with the total composition C30H66N2O36S9 in a non-equilibrium geometry. Source: OMol25; level of theory: the ωB97M-V functional and the def2-TZVPD basis.

Output
SMILES string   O=S1(=O)OCCO1.O=S1(=O)OCCO1.O=S1(=O)OCCO1.O=S1(=O)OCCO1.O=S1(=O)OCCO1.O=S1(=O)OCCO1.O=S1(=O)OCCO1.O=S1(=O)OCCO1.O=S1(=O)OCCO1.CCN(CC)CC.CCN(CC)CC
Multiplicity   1
Energy relative to the best compared isomer or geometry (same formula, charge and spin)   569.51 kJ/mol

Geometry (Å):
S (-1.514, -0.455, -6.678)
S (1.495, 4.819, 3.996)
S (0.116, -1.617, -0.098)
S (4.809, 1.460, 1.800)
S (3.032, 0.358, -5.049)
S (-0.983, -7.528, -2.158)
S (-4.276, -2.775, -0.727)
S (5.312, -4.618, -0.274)
S (-2.670, 2.638, -3.625)
O (5.633, 2.798, 2.402)
O (-0.520, -5.961, -2.430)
O (-0.685, 0.778, -6.910)
O (1.109, -2.454, -0.790)
O (-1.252, 2.308, -3.480)
O (-3.602, 2.230, -2.567)
O (1.520, 3.145, 3.650)
O (4.326, 0.299, -5.753)
O (-2.937, -2.773, -1.299)
O (-2.850, 4.215, -4.134)
O (0.949, -0.499, 0.858)
O (4.791, -3.847, -1.661)
O (-1.922, -0.585, -5.067)
O (0.079, -8.463, -2.231)
O (0.311, 5.513, 3.504)
O (4.288, 0.549, 2.822)
O (3.591, 2.367, 1.158)
O (4.742, -3.426, 0.643)
O (6.777, -4.670, -0.201)
O (-2.636, -0.770, -7.554)
O (-1.345, -7.180, -0.583)
O (-4.696, -3.950, 0.034)
O (2.824, 5.338, 3.803)
O (-2.200, -7.828, -2.941)
O (5.702, 0.930, 0.741)
O (2.977, -0.631, -3.761)
O (2.794, 1.723, -4.156)
O (-5.335, -2.190, -1.936)
O (1.887, 0.038, -5.896)
O (4.649, -5.842, 0.153)
O (-4.467, -1.341, 0.123)
O (-0.525, -1.767, -6.477)
O (-0.634, -0.446, -0.990)
O (-3.234, 2.071, -5.062)
O (1.158, 4.561, 5.642)
O (-0.845, -2.267, 0.743)
N (-2.674, 3.644, 0.596)
N (1.363, -2.887, 4.272)
C (-4.142, 3.411, 0.437)
C (-3.103, 3.036, -6.115)
C (-5.110, 4.365, 1.065)
C (3.897, 3.734, 0.915)
C (4.862, -2.212, -0.004)
C (-1.653, -1.781, -4.426)
C (-1.090, -2.777, 3.892)
C (4.699, -2.508, -1.538)
C (-2.375, 4.959, 0.032)
C (0.130, -3.618, 3.980)
C (-2.454, 4.246, -5.537)
C (-2.747, 2.356, 2.900)
C (-0.934, -2.669, -5.448)
C (-0.793, 0.703, -0.285)
C (2.753, -4.496, 2.790)
C (2.279, 0.019, -2.653)
C (2.547, -3.718, 4.151)
C (-0.631, -5.165, -1.333)
C (1.914, 1.470, -3.130)
C (0.561, 3.263, 5.829)
C (0.301, 0.819, 0.839)
C (2.515, -1.113, 5.591)
C (1.377, -2.194, 5.539)
C (-0.872, 5.006, -0.139)
C (-4.554, -0.260, -0.759)
C (-5.441, -0.774, -1.876)
C (-1.692, -5.841, -0.420)
C (1.277, 2.353, 4.821)
C (-2.115, 3.469, 1.968)
C (5.134, 3.972, 1.811)
H (2.437, -4.507, 4.895)
H (-2.649, 5.840, 0.613)
H (2.799, 0.149, -1.704)
H (-0.290, 5.313, 0.731)
H (-0.455, 3.424, 5.469)
H (-1.918, -3.105, 3.263)
H (-5.067, 0.543, -0.230)
H (-1.570, -5.477, 0.600)
H (5.870, 4.368, 1.112)
H (-2.740, -5.741, -0.704)
H (0.991, 1.635, 0.623)
H (-6.168, 4.108, 1.005)
H (-1.084, 3.120, 1.925)
H (5.552, -2.137, -2.106)
H (-0.974, -4.185, -1.664)
H (-5.305, -0.252, -2.823)
H (-1.367, 4.217, -5.602)
H (-2.600, -2.183, -4.068)
H (-0.740, 1.435, -1.091)
H (-2.793, 5.124, -6.085)
H (2.007, 2.261, -2.386)
H (-0.101, -3.245, -5.045)
H (3.533, -1.502, 5.626)
H (2.751, -3.710, 2.034)
H (2.010, -5.293, 2.800)
H (0.649, 1.491, 4.596)
H (3.684, -2.198, -1.785)
H (1.369, -0.577, -2.578)
H (-4.304, 3.439, -0.640)
H (5.845, -1.823, 0.260)
H (-4.438, 2.473, 0.906)
H (0.283, -4.035, 2.985)
H (4.022, 3.862, -0.160)
H (3.408, -3.054, 4.219)
H (3.147, 4.460, 1.230)
H (0.670, 2.933, 6.862)
H (1.540, -2.980, 6.276)
H (0.266, -5.052, -0.724)
H (-1.766, 0.687, 0.206)
H (-1.045, -1.619, -3.536)
H (-4.842, 4.662, 2.079)
H (-3.565, 0.014, -1.126)
H (-6.505, -0.610, -1.703)
H (2.295, 2.097, 5.115)
H (-1.544, -2.603, 4.868)
H (-2.119, 4.382, 2.564)
H (-5.159, 5.313, 0.530)
H (-0.483, 3.999, -0.290)
H (-2.621, 1.350, 2.500)
H (4.942, 4.806, 2.487)
H (-2.731, 5.128, -0.984)
H (-0.125, -4.496, 4.575)
H (2.445, -0.492, 6.483)
H (2.343, -0.507, 4.701)
H (0.421, -1.748, 5.813)
H (-3.798, 2.595, 3.066)
H (-0.202, 0.950, 1.797)
H (4.077, -1.589, 0.425)
H (-2.485, 2.631, -6.916)
H (-2.265, 2.392, 3.877)
H (-1.669, -3.386, -5.814)
H (-0.785, -1.809, 3.494)
H (3.712, -5.012, 2.841)
H (-0.657, 5.767, -0.890)
H (-4.060, 3.385, -6.503)
H (0.950, 1.505, -3.637)

Mulliken population analysis, charges in e, atoms 1 to 4: S 1.13; S 1.04; S -0.40; S 1.03

***

# 2
A molecular structure, C34H50Cl2N3OP3Pb in a non-equilibrium geometry. Source: OMol25; level of theory: the ωB97M-V functional and the def2-TZVPD basis.

Output
Total energy   -3701.771512 a.u.
Net charge   +2
Multiplicity   1

Geometry (Å):
Pb (0.405, 2.922, 0.019)
Cl (-2.096, 3.756, 0.137)
Cl (1.874, 5.004, -0.607)
P (-2.177, -3.099, -0.044)
P (-0.580, 3.423, -2.577)
P (4.144, 0.031, -1.715)
O (1.964, -1.497, -0.216)
N (0.467, 5.332, 3.385)
N (1.823, 3.775, 4.470)
N (0.847, 3.239, 2.398)
C (-0.965, -5.229, -1.541)
C (4.913, -0.857, -0.368)
C (-1.024, 5.174, -2.745)
C (0.054, 5.929, 4.639)
C (2.487, 0.619, -1.162)
C (-1.435, -3.153, -2.715)
C (2.853, 4.749, 4.817)
C (5.130, 1.450, -2.173)
C (-4.841, -2.732, 0.612)
C (-6.212, -2.958, 0.553)
C (-0.463, -4.139, 1.874)
C (-0.078, 5.915, 2.182)
C (0.095, -0.046, -0.451)
C (-0.497, -5.789, -2.731)
C (-1.465, -3.921, -1.527)
C (3.824, -1.015, -3.127)
C (-1.741, -4.289, 1.290)
C (2.350, 1.894, -0.823)
C (1.018, 4.091, 3.369)
C (-0.032, -5.043, 2.840)
C (-6.740, -3.849, -0.383)
C (2.243, 2.387, 4.634)
C (-4.513, -4.293, -1.226)
C (-2.159, -6.194, 2.736)
C (-2.597, -5.299, 1.755)
C (-5.891, -4.515, -1.273)
C (-0.970, -3.722, -3.896)
C (-0.959, 0.304, 0.077)
C (-2.058, 2.422, -2.922)
C (-0.504, -5.036, -3.909)
C (-3.972, -3.429, -0.262)
C (-0.874, -6.067, 3.273)
C (0.610, 3.067, -3.904)
C (1.401, -0.460, -1.050)
H (5.266, 2.104, -1.303)
H (-1.435, 5.353, -3.748)
H (3.847, 4.277, 4.725)
H (-0.143, -5.479, -4.837)
H (-1.937, 0.397, 0.515)
H (-3.858, -4.799, -1.937)
H (6.108, 1.083, -2.514)
H (-1.172, 5.841, 2.146)
H (-4.417, -2.029, 1.326)
H (-0.131, -6.815, -2.731)
H (-2.458, 2.677, -3.917)
H (0.570, 6.884, 4.780)
H (-2.825, -6.986, 3.071)
H (-6.872, -2.434, 1.249)
H (2.736, 5.083, 5.857)
H (-3.605, -5.393, 1.350)
H (1.287, 2.364, 2.658)
H (3.362, -0.418, -3.924)
H (0.167, 3.320, -4.882)
H (-1.761, 5.422, -1.974)
H (3.020, 2.088, 3.902)
H (1.523, 3.661, -3.737)
H (5.113, -0.159, 0.457)
H (2.802, 5.610, 4.142)
H (-0.129, 5.784, -2.576)
H (4.216, -1.636, -0.033)
H (-7.814, -4.027, -0.422)
H (3.172, 2.638, -0.841)
H (1.273, -2.137, 0.038)
H (1.238, -0.923, -2.038)
H (5.857, -1.301, -0.715)
H (-2.801, 2.631, -2.139)
H (2.655, 2.269, 5.635)
H (0.362, 5.378, 1.338)
H (0.174, -3.310, 1.560)
H (-0.947, -5.816, -0.620)
H (-0.534, -6.771, 4.033)
H (-0.979, -3.130, -4.815)
H (0.243, 6.958, 2.131)
H (4.776, -1.429, -3.488)
H (0.884, 1.999, -3.884)
H (-1.791, -2.125, -2.687)
H (1.369, 1.723, 4.525)
H (0.974, -4.944, 3.257)
H (-1.033, 6.115, 4.613)
H (3.153, -1.836, -2.837)
H (4.643, 2.007, -2.983)
H (-6.295, -5.212, -2.007)
H (0.289, 5.237, 5.442)
H (-1.799, 1.351, -2.877)

Mulliken population analysis, charges in e, atoms 1 to 4: Pb 0.94; Cl -0.42; Cl -0.48; P 0.47

***

# 3
A single C18H33N3O2 molecule. Source: OMol25; level of theory: the ωB97M-V functional and the def2-TZVPD basis.

Output
SMILES string   O=C(CN1CCOCC1)NN=C1CCCCCCCCCCC1
Multiplicity   1
Energy relative to the best compared isomer or geometry (same formula, charge and spin)   202.08 kJ/mol

Geometry (Å):
O (-2.544, -1.477, -1.615)
O (-2.089, 3.370, -5.312)
N (-2.693, 1.705, -3.096)
N (-1.314, 0.399, -1.185)
N (-0.120, -0.154, -0.771)
C (1.742, -1.148, 4.121)
C (-2.378, -0.277, -1.684)
C (-3.561, 2.813, -3.463)
C (2.602, -0.119, 3.387)
C (-0.068, -1.053, 0.125)
C (-1.236, -1.570, 0.925)
C (-2.722, 3.882, -4.165)
C (-1.267, 2.276, -4.978)
C (-0.520, -0.470, 3.086)
C (1.288, -1.649, 0.373)
C (3.993, -1.742, 1.891)
C (-2.068, 1.167, -4.297)
C (3.811, -1.292, 0.435)
C (2.450, -0.717, 0.033)
C (-0.948, -1.779, 2.415)
C (3.976, -0.641, 2.958)
C (0.308, -0.661, 4.360)
C (-3.380, 0.671, -2.344)
H (2.070, 0.248, 2.514)
H (-0.835, 1.919, -5.914)
H (2.292, 0.247, 0.514)
H (1.717, -2.087, 3.568)
H (2.200, -1.366, 5.089)
H (3.264, -2.513, 2.138)
H (-0.205, -1.376, 5.009)
H (2.455, -0.531, -1.042)
H (-1.199, 1.341, -1.548)
H (-2.827, 0.782, -4.999)
H (4.575, -0.544, 0.208)
H (-2.058, -0.856, 0.830)
H (4.566, 0.203, 2.591)
H (-4.005, 3.232, -2.557)
H (-0.461, 2.606, -4.305)
H (-1.967, 4.264, -3.461)
H (-3.963, 1.147, -1.549)
H (1.362, -2.558, -0.232)
H (-1.415, 0.105, 3.336)
H (-3.353, 4.706, -4.503)
H (4.482, -1.027, 3.848)
H (-1.404, 0.347, -4.018)
H (-1.576, -2.505, 0.471)
H (0.353, 0.292, 4.892)
H (4.013, -2.161, -0.197)
H (-0.189, -2.549, 2.549)
H (1.360, -1.943, 1.413)
H (-4.066, 0.070, -2.961)
H (-1.857, -2.154, 2.892)
H (0.047, 0.128, 2.372)
H (2.757, 0.735, 4.052)
H (-4.371, 2.486, -4.138)
H (4.975, -2.221, 1.942)

Mulliken population analysis, charges in e, atoms 1 to 4: O -0.64; O -0.38; N 0.08; N 0.01

***

# 4
A molecular structure, C4H4BaO5 in a non-equilibrium geometry. Source: OMol25; level of theory: the ωB97M-V functional and the def2-TZVPD basis.

Output
Multiplicity   1
Energy relative to the best compared isomer or geometry (same formula, charge and spin)   30.80 kJ/mol

Geometry (Å):
Ba (2.733, 0.945, -0.674)
O (-1.179, 0.942, -0.420)
O (4.285, -0.780, -1.343)
O (3.691, -2.591, -2.542)
O (2.109, -1.140, -1.695)
O (-0.440, 0.535, 1.559)
C (3.412, -1.571, -1.909)
C (-2.403, 0.668, 0.322)
C (-0.127, 0.726, 0.313)
C (-1.879, 0.390, 1.727)
H (-3.031, 1.562, 0.251)
H (-2.900, -0.187, -0.147)
H (-2.076, -0.624, 2.085)
H (-2.195, 1.125, 2.473)

Mulliken population analysis, charges in e, atoms 1 to 4: Ba 1.65; O -0.34; O -0.92; O -0.60

***

Q: What is the multiplicity in the first record?
A: 1